ORCA calculation (ωB97M-V/def2-TZVPD) on 2 unconnected molecules or ions with the total composition C9H14O2 in a non-equilibrium geometry.

CARTESIAN COORDINATES (ANGSTROEM)
C: 2.731 -0.991 -0.856
C: 1.804 -0.101 -1.651
O: 1.820 -1.961 -0.295
H: 3.275 -1.723 -1.444
H: 3.322 -0.638 -0.153
H: 0.756 -0.471 -1.683
H: 1.159 -1.556 0.349
H: 2.164 -0.063 -2.699
H: 1.633 0.878 -1.336
C: -0.501 0.843 2.960
C: -1.391 1.511 -0.731
C: -1.730 0.197 -1.122
C: -0.953 1.636 0.570
C: -0.804 0.564 1.530
C: -1.655 -0.844 -0.208
C: -1.208 -0.693 1.101
O: -1.934 0.085 -2.443
H: -1.421 2.273 -1.421
H: -0.532 2.481 0.889
H: -1.902 -1.885 -0.468
H: -1.907 -0.802 -2.802
H: -1.096 0.234 3.623
H: -0.939 1.908 3.188
H: -1.208 -1.719 1.736
H: 0.518 0.834 3.367

Spin multiplicity: 1
Max |F|: 6.43 eV/A
SMILES: Cc1ccc(O)cc1.CCO
HOMO: -8.442 eV
Gap between HOMO and LUMO: 9.3 eV
LUMO: 0.823 eV



ORCA calculation (ωB97M-V/def2-TZVPD) on 2 unconnected molecules or ions with the total composition C9H14S in a non-equilibrium geometry.

CARTESIAN COORDINATES (ANGSTROEM)
C: 2.850 1.646 2.166
C: 1.401 1.030 -1.279
C: 1.684 1.663 -0.084
C: 1.631 -0.346 -1.463
C: 2.310 0.958 0.952
C: 2.022 -1.061 -0.349
C: 2.438 -0.413 0.822
H: 1.125 1.681 -2.117
H: 1.513 2.716 0.120
H: 1.332 -0.845 -2.378
H: 2.362 -2.100 -0.392
H: 3.198 2.681 2.004
H: 3.687 1.122 2.650
H: 2.845 -1.003 1.643
H: 2.101 1.722 2.989
C: -2.146 -1.042 0.925
C: -4.535 -0.792 -0.715
S: -2.702 -0.610 -0.744
H: -1.081 -0.796 0.966
H: -2.751 -0.614 1.723
H: -2.065 -2.124 1.110
H: -4.744 -1.076 -1.756
H: -5.074 0.047 -0.284
H: -4.836 -1.569 -0.001

Spin multiplicity: 1
Max |F|: 1.90 eV/A
SMILES: Cc1ccccc1.CSC
HOMO: -8.338 eV
Gap between HOMO and LUMO: 9.3 eV
LUMO: 0.973 eV



ORCA calculation (ωB97M-V/def2-TZVPD) on 2 unconnected molecules or ions with the total composition C9H14S in a non-equilibrium geometry.

CARTESIAN COORDINATES (ANGSTROEM)
C: 1.467 -1.973 -1.766
C: 0.905 -0.369 0.227
C: 1.538 -0.651 -0.990
C: 1.128 0.891 0.788
C: 1.963 1.856 0.283
C: 2.230 0.380 -1.627
C: 2.491 1.523 -0.987
H: 0.274 -0.975 0.899
H: 0.819 1.063 1.800
H: 1.618 -2.839 -1.138
H: 2.077 -1.963 -2.725
H: 2.159 2.845 0.723
H: 2.698 0.329 -2.653
H: 2.868 2.494 -1.482
H: 0.439 -2.224 -1.962
C: -2.851 -0.607 1.350
C: -2.138 0.701 1.467
S: -4.622 -1.004 0.639
H: -2.266 -1.306 0.609
H: -2.785 -1.347 2.206
H: -2.654 1.639 1.519
H: -4.345 -0.019 -0.272
H: -1.367 0.745 0.634
H: -1.646 0.809 2.457

Spin multiplicity: 1
Max |F|: 5.65 eV/A
SMILES: Cc1ccccc1.CCS
HOMO: -8.906 eV
Gap between HOMO and LUMO: 9.7 eV
LUMO: 0.817 eV



ORCA calculation (ωB97M-V/def2-TZVPD) on 2 unconnected molecules or ions with the total composition C9H14S2 in a non-equilibrium geometry.

CARTESIAN COORDINATES (ANGSTROEM)
C: 0.726 -3.660 -0.989
C: 1.343 -2.633 -1.092
C: 4.166 1.396 -0.162
C: 2.973 1.487 0.441
C: 0.444 0.191 0.679
C: -1.541 -1.350 0.832
C: -1.034 -0.119 -1.220
C: -1.783 1.098 0.771
C: -0.981 -0.062 0.314
S: 0.888 -0.063 2.190
S: 1.458 1.000 -0.454
H: 0.386 -4.627 -0.883
H: 4.196 0.862 -1.113
H: 5.096 1.821 0.070
H: 2.662 1.650 1.393
H: 1.739 -1.592 -1.101
H: -0.893 -2.247 0.630
H: -2.491 -1.319 0.334
H: -1.684 -1.321 1.887
H: -0.572 0.801 -1.632
H: -0.390 -0.948 -1.745
H: -2.164 -0.336 -1.395
H: -1.308 2.096 0.572
H: -1.945 1.069 1.956
H: -2.827 1.059 0.289

Spin multiplicity: 1
Max |F|: 3.76 eV/A
SMILES: C=CSC(=S)C(C)(C)C.C#C
HOMO: -8.540 eV
Gap between HOMO and LUMO: 8.4 eV
LUMO: -0.117 eV



ORCA calculation (ωB97M-V/def2-TZVPD) on a molecular structure, C9H14Si2 in a non-equilibrium geometry.

CARTESIAN COORDINATES (ANGSTROEM)
C: 0.176 2.041 -1.286
C: 1.513 0.862 -2.905
C: 0.297 0.914 -0.454
C: 1.508 -0.260 -2.148
C: 0.823 2.064 -2.550
C: 0.957 -0.272 -0.848
C: -2.121 -2.963 3.896
C: 0.437 -1.697 2.034
C: 0.913 3.283 -3.360
Si: -1.793 -1.543 2.830
Si: 0.959 -1.768 0.294
H: -0.588 2.780 -1.062
H: 1.877 0.855 -3.879
H: -0.299 0.876 0.451
H: 1.766 -1.281 -2.540
H: -1.573 -3.062 4.821
H: -2.775 -3.796 3.591
H: 1.067 -1.095 2.649
H: 0.654 -2.632 2.363
H: 1.803 3.846 -3.294
H: 0.581 3.164 -4.377
H: 0.143 3.978 -2.784
H: -2.559 -1.336 1.494
H: -1.498 -0.268 3.474
H: 1.433 -3.084 -0.166

Spin multiplicity: 3
Max |F|: 4.29 eV/A
HOMO (alpha / beta): -5.541 / -8.835 eV
Gap between HOMO and LUMO (alpha / beta): 6.4 / 7.3 eV
LUMO (alpha / beta): 0.852 / -1.583 eV



ORCA calculation (ωB97M-V/def2-TZVPD) on a molecular structure, C9H15AlBO7P2 in a non-equilibrium geometry.

CARTESIAN COORDINATES (ANGSTROEM)
C: 4.745 -1.328 1.184
C: 3.520 -0.757 1.332
Al: 2.543 -0.517 -0.390
P: 2.561 -2.720 -1.338
O: 3.950 -3.308 -1.439
B: 3.576 0.943 -1.579
C: 3.480 2.493 -1.244
O: 4.370 0.560 -2.640
P: 0.229 0.029 -0.071
O: -0.628 -1.154 -0.434
O: -0.165 0.541 1.414
O: -0.241 1.242 -1.080
H: 4.999 -2.336 1.524
H: 5.516 -0.821 0.603
H: 3.094 -0.546 2.317
H: 1.711 -3.619 -0.637
H: 1.919 -2.665 -2.609
H: 2.884 2.983 -2.026
H: 4.459 2.989 -1.248
H: 2.987 2.683 -0.291
H: 4.744 1.322 -3.104
H: -1.079 0.889 1.383
H: -0.883 0.829 -1.673
C: -4.995 1.576 0.661
C: -6.101 0.842 0.722
C: -6.051 -0.603 1.071
O: -7.067 -1.265 1.122
C: -4.721 -1.196 1.348
C: -3.611 -0.465 1.289
C: -3.668 0.978 0.946
O: -2.657 1.648 0.891
H: -5.002 2.628 0.408
H: -7.084 1.250 0.522
H: -4.710 -2.250 1.593
H: -2.625 -0.876 1.475

Spin multiplicity: 1
Max |F|: 2.13 eV/A
HOMO: -3.739 eV
Total charge: -1
Gap between HOMO and LUMO: 3.9 eV
LUMO: 0.187 eV



ORCA calculation (ωB97M-V/def2-TZVPD) on a molecular structure, C9H15AsHgNS4.

CARTESIAN COORDINATES (ANGSTROEM)
Hg: 1.576 -0.469 -1.207
C: -2.153 2.280 -1.638
C: -1.685 1.820 -0.284
C: -0.630 2.465 0.349
C: -0.134 2.013 1.564
C: 1.047 2.691 2.203
C: -0.721 0.900 2.152
C: -1.781 0.237 1.547
C: -2.384 -0.990 2.177
C: -2.256 0.714 0.331
H: -2.767 3.182 -1.563
H: -2.744 1.508 -2.130
H: -1.301 2.504 -2.280
H: -0.148 3.303 -0.144
H: 0.746 3.603 2.726
H: 1.788 2.963 1.450
H: 1.533 2.034 2.924
H: -0.305 0.506 3.074
H: -3.177 -0.724 2.881
H: -1.631 -1.559 2.722
H: -2.809 -1.647 1.419
H: -3.054 0.178 -0.174
S: 5.957 -1.329 -3.316
As: 4.252 -2.551 -2.773
S: 3.889 -2.700 -0.673
S: 2.461 -2.137 -3.861
S: 5.444 -4.195 -3.596
N: -0.036 -3.716 -0.820
H: 0.742 -3.493 -0.203
H: -0.048 -2.922 -1.456
H: 0.329 -4.468 -1.398

Spin multiplicity: 2
Max |F|: 0.28 eV/A
HOMO (alpha / beta): -0.848 / -0.827 eV
Total charge: -2
Gap between HOMO and LUMO (alpha / beta): 5.3 / 5.3 eV
LUMO (alpha / beta): 4.474 / 4.474 eV



ORCA calculation (ωB97M-V/def2-TZVPD) on a molecular structure, C9H15AuNO6P2.

CARTESIAN COORDINATES (ANGSTROEM)
Au: -0.099 1.283 0.610
N: -3.867 -1.906 -0.656
C: -2.936 -0.692 -0.620
C: -3.765 0.556 -0.929
P: -2.487 -0.621 1.186
O: -1.334 -1.761 1.322
O: -3.752 -1.111 1.821
O: -1.918 0.705 1.624
P: -1.827 -1.060 -2.087
O: -1.209 -2.493 -1.566
O: -2.853 -1.407 -3.114
O: -0.761 -0.052 -2.252
H: -4.372 -1.900 0.248
H: -3.281 -2.739 -0.738
H: -4.447 -1.853 -1.493
H: -4.554 0.716 -0.189
H: -4.198 0.478 -1.928
H: -3.100 1.419 -0.914
H: -0.646 -1.443 1.920
H: -0.410 -2.300 -1.058
C: 1.610 1.906 -0.324
C: 2.879 1.419 0.301
C: 3.382 1.982 1.480
C: 4.564 1.537 2.051
C: 5.285 0.501 1.467
C: 4.799 -0.076 0.301
C: 3.618 0.380 -0.271
H: 1.548 1.577 -1.364
H: 1.588 3.002 -0.315
H: 2.817 2.775 1.958
H: 4.924 1.995 2.966
H: 6.208 0.150 1.913
H: 5.345 -0.885 -0.171
H: 3.246 -0.079 -1.181

Spin multiplicity: 1
Max |F|: 0.59 eV/A
HOMO: -4.692 eV
Total charge: -1
Gap between HOMO and LUMO: 7.7 eV
LUMO: 3.051 eV



ORCA calculation (ωB97M-V/def2-TZVPD) on a molecular structure, C9H15BCrMnN5O22S in a non-equilibrium geometry.

CARTESIAN COORDINATES (ANGSTROEM)
Mn: 0.508 0.736 -3.074
Cr: -1.197 -1.970 1.183
O: 0.801 -1.339 2.170
C: 1.613 -1.115 3.034
O: 1.746 -0.008 3.696
B: 3.060 -0.030 4.370
O: 3.366 -1.476 4.432
C: 2.753 -2.080 3.463
O: 2.966 -3.152 2.986
O: 3.059 0.518 5.706
C: 3.864 1.577 5.768
O: 3.956 2.318 6.692
C: 4.588 1.658 4.401
O: 4.119 0.690 3.624
O: 5.337 2.542 4.101
S: -0.454 -0.635 -0.966
O: 0.572 0.425 -0.995
O: -0.823 -0.685 -2.409
O: 0.066 -1.877 -0.423
O: -1.587 -0.360 -0.081
C: 3.737 -0.110 -0.324
N: 3.240 1.004 -1.172
O: 2.791 0.746 -2.296
O: 3.470 2.114 -0.785
H: 4.016 -0.954 -0.947
H: 2.974 -0.427 0.386
H: 4.582 0.266 0.243
C: -2.216 2.024 -6.070
N: -1.326 0.878 -5.844
O: -0.917 0.260 -6.787
O: -1.000 0.611 -4.662
H: -3.166 1.767 -5.600
H: -2.364 2.169 -7.133
H: -1.785 2.911 -5.615
C: 0.467 2.774 1.282
N: -0.934 3.204 1.627
O: -1.017 4.344 2.041
O: -1.859 2.441 1.460
H: 1.123 3.352 1.919
H: 0.705 2.889 0.230
H: 0.469 1.713 1.528
C: -4.578 -0.031 0.075
N: -4.420 -0.776 1.360
O: -3.697 -1.766 1.412
O: -4.901 -0.261 2.322
H: -4.164 -0.622 -0.734
H: -4.143 0.955 0.194
H: -5.646 0.082 -0.104
C: -2.273 -4.143 -2.757
N: -2.907 -3.490 -1.588
O: -4.108 -3.387 -1.559
O: -2.177 -3.211 -0.646
H: -2.409 -5.222 -2.670
H: -1.216 -3.902 -2.713
H: -2.667 -3.936 -3.749

Spin multiplicity: 10
Max |F|: 2.30 eV/A
HOMO (alpha / beta): -11.147 / -11.147 eV
Total charge: +1
Gap between HOMO and LUMO (alpha / beta): 5.6 / 5.5 eV
LUMO (alpha / beta): -5.506 / -5.649 eV



ORCA calculation (ωB97M-V/def2-TZVPD) on a gas-phase ion, C9H15N2O2 (charge +1) in a non-equilibrium geometry.

CARTESIAN COORDINATES (ANGSTROEM)
C: 0.160 0.317 -0.361
C: 0.564 -0.893 -0.502
C: 1.258 1.570 -0.396
C: -1.153 0.891 -0.309
C: 2.808 0.015 0.705
C: 2.970 -1.138 -0.318
C: -2.409 -0.168 -0.057
C: -2.292 -0.534 1.495
C: -3.580 0.722 -0.530
N: 2.464 1.253 0.205
N: 1.721 -1.760 -0.702
O: 1.042 2.623 -0.895
O: -2.368 -1.166 -0.918
H: -1.194 1.669 0.498
H: -1.225 1.421 -1.346
H: 2.066 -0.483 1.320
H: 3.710 0.155 1.287
H: 3.589 -0.759 -1.239
H: 3.560 -1.912 0.111
H: -1.928 0.295 1.998
H: -1.628 -1.368 1.657
H: -3.310 -0.673 1.840
H: -3.710 0.517 -1.587
H: -3.356 1.706 -0.374
H: -4.348 0.423 0.165
H: 3.100 1.990 -0.010
H: 1.751 -2.577 -0.023
H: 1.738 -2.136 -1.713

Spin multiplicity: 1
Max |F|: 5.55 eV/A
HOMO (alpha / beta): -12.992 / -12.524 eV
Total charge: +1
Gap between HOMO and LUMO (alpha / beta): 8.0 / 8.1 eV
LUMO (alpha / beta): -5.005 / -4.471 eV



ORCA calculation (ωB97M-V/def2-TZVPD) on a gas-phase ion, C9H15N2OS (charge +1) in a non-equilibrium geometry.

CARTESIAN COORDINATES (ANGSTROEM)
C: -3.963 1.040 -0.257
C: -3.884 -0.062 -0.938
C: -2.184 0.334 0.849
C: 2.758 -0.142 -0.863
C: 1.539 0.531 -1.460
C: 2.437 -1.229 0.072
C: 0.634 1.022 -0.250
C: 1.512 -0.719 1.149
C: -0.633 0.168 1.642
N: -2.894 1.355 0.725
N: 0.308 -0.136 0.575
O: -1.249 -1.354 -0.951
S: -2.612 -1.201 -0.183
H: -4.793 1.808 -0.211
H: -4.674 -0.331 -1.637
H: 3.307 -0.520 -1.809
H: 3.349 0.491 -0.267
H: 1.883 1.325 -2.032
H: 0.899 -0.137 -2.033
H: 2.112 -2.081 -0.501
H: 3.401 -1.492 0.441
H: 1.103 1.735 0.557
H: -0.235 1.623 -0.635
H: 1.328 -1.562 1.794
H: 2.080 0.070 1.732
H: -0.857 -0.622 2.331
H: -0.527 1.082 2.129
H: -0.145 -0.996 0.032

Spin multiplicity: 1
Max |F|: 5.83 eV/A
HOMO: -13.492 eV
Total charge: +1
Gap between HOMO and LUMO: 9.3 eV
LUMO: -4.151 eV



ORCA calculation (ωB97M-V/def2-TZVPD) on C9H15NO2 in the gas phase in a non-equilibrium geometry.

CARTESIAN COORDINATES (ANGSTROEM)
C: 2.023 0.521 0.635
C: 1.237 -0.300 1.318
C: -0.583 0.529 0.153
C: 3.535 0.584 0.949
C: 1.456 -1.224 2.519
C: -1.036 -0.715 -2.031
C: -2.349 1.311 -1.450
C: -2.675 -0.646 -0.117
C: -1.589 0.115 -0.898
N: 1.431 1.171 -0.413
O: 1.764 2.168 -1.069
O: 0.010 -0.459 0.835
H: 3.964 1.265 0.178
H: 3.526 1.001 1.883
H: 3.899 -0.390 0.743
H: 0.918 -2.262 2.334
H: 2.510 -1.517 2.835
H: 0.789 -0.714 3.354
H: -0.763 -1.658 -1.569
H: -1.610 -0.851 -2.891
H: -0.180 -0.321 -2.431
H: -3.034 1.853 -0.957
H: -1.627 2.080 -1.799
H: -2.844 0.893 -2.341
H: -2.362 -1.626 0.251
H: -2.895 -0.046 0.735
H: -3.516 -0.765 -0.755

Spin multiplicity: 1
Max |F|: 5.08 eV/A
HOMO: -7.541 eV
Gap between HOMO and LUMO: 7.4 eV
LUMO: -0.153 eV



ORCA calculation (ωB97M-V/def2-TZVPD) on a molecular structure, C9H15NO2 in a non-equilibrium geometry.

CARTESIAN COORDINATES (ANGSTROEM)
C: -2.974 0.733 -0.191
C: -1.860 -1.160 -0.155
C: -0.705 0.089 -0.124
C: 0.220 -0.020 -1.400
C: 2.296 -0.703 -0.391
C: 1.263 -1.275 0.700
C: 0.263 -0.052 1.057
C: 1.086 1.143 1.352
C: 1.291 1.666 -0.146
H: -3.555 1.327 0.640
H: -3.300 0.695 -1.227
H: -1.462 -1.934 0.350
H: -1.829 -1.514 -1.244
H: -0.179 0.604 -2.266
H: 0.388 -1.213 -1.578
H: 3.222 -0.479 0.064
H: 2.507 -1.520 -1.084
H: 0.528 -1.919 -0.229
H: 1.782 -2.031 1.557
H: -0.423 -0.348 1.834
H: 0.311 1.642 1.930
H: 1.844 0.563 1.960
H: 2.145 2.437 -0.105
H: 0.283 2.142 -0.651
N: 1.494 0.446 -0.982
O: -2.981 -0.608 0.467
O: -1.658 1.288 -0.137

Spin multiplicity: 1
Max |F|: 4.66 eV/A
HOMO: -8.047 eV
Gap between HOMO and LUMO: 8.9 eV
LUMO: 0.888 eV



ORCA calculation (ωB97M-V/def2-TZVPD) on C9H15NO3 in the gas phase.

CARTESIAN COORDINATES (ANGSTROEM)
C: 1.185 2.230 0.927
H: 0.333 2.661 1.450
H: 1.626 1.450 1.541
H: 1.928 3.004 0.760
C: 0.733 1.636 -0.403
N: -0.275 0.610 -0.209
C: 0.114 -0.650 0.075
O: 1.295 -0.935 0.153
C: -0.984 -1.666 0.328
H: -0.534 -2.642 0.136
C: -1.460 -1.564 1.786
H: -1.893 -2.519 2.088
C: -2.542 -0.488 1.753
C: -3.257 -0.701 0.411
C: -2.262 -1.455 -0.497
H: -2.055 -0.922 -1.424
H: -2.674 -2.426 -0.771
H: -4.153 -1.303 0.558
H: -3.576 0.245 -0.028
H: -2.085 0.501 1.801
H: -3.227 -0.576 2.595
H: -0.646 -1.324 2.468
H: -1.247 0.852 -0.278
C: 1.879 0.989 -1.193
O: 1.713 0.470 -2.265
O: 3.076 1.177 -0.645
H: 3.747 0.699 -1.155
H: 0.304 2.412 -1.048

Spin multiplicity: 1
Max |F|: 0.83 eV/A
SMILES: C[C@H](NC(=O)C1CCCC1)C(=O)O
HOMO: -9.672 eV
Gap between HOMO and LUMO: 10.4 eV
LUMO: 0.720 eV



ORCA calculation (ωB97M-V/def2-TZVPD) on C9H15NS in the gas phase in a non-equilibrium geometry.

CARTESIAN COORDINATES (ANGSTROEM)
C: -0.122 -0.965 -0.992
C: -1.542 -0.816 -0.570
C: 0.873 -0.678 0.119
C: 1.460 -1.224 1.101
C: 0.940 0.154 -1.123
C: 1.001 -2.346 1.893
C: 0.517 1.607 -1.004
C: 2.007 -0.157 -2.208
C: -3.479 2.125 0.929
N: -2.038 0.174 0.058
S: -3.628 0.353 0.537
H: -0.133 -1.865 -1.520
H: -2.246 -1.549 -1.110
H: 2.334 -0.744 1.510
H: 1.783 -2.918 2.046
H: 0.090 -2.734 1.506
H: 0.810 -1.936 3.024
H: 0.446 1.874 -2.007
H: 1.233 2.171 -0.454
H: -0.410 1.484 -0.511
H: 2.809 0.371 -1.999
H: 1.503 -0.006 -3.123
H: 2.239 -1.201 -2.091
H: -4.520 2.422 0.906
H: -2.931 2.594 0.113
H: -2.957 2.244 1.825

Spin multiplicity: 1
Max |F|: 6.01 eV/A
SMILES: C/C=C1\[C@@H](/C=N/SC)C1(C)C
HOMO: -7.949 eV
Gap between HOMO and LUMO: 8.9 eV
LUMO: 0.912 eV



ORCA calculation (ωB97M-V/def2-TZVPD) on a molecular structure, C9H15NSSi in a non-equilibrium geometry.

CARTESIAN COORDINATES (ANGSTROEM)
C: -2.731 1.134 -2.456
C: -2.020 0.132 -2.919
C: -2.865 1.649 -1.121
C: -1.727 -1.002 -2.132
C: -1.744 -1.994 -1.430
C: -1.721 -3.193 -0.649
C: 2.288 0.373 -0.398
C: 1.470 2.554 1.509
C: 0.357 -0.223 2.191
N: -0.499 1.087 -0.180
Si: 0.879 0.885 0.721
S: -1.673 1.971 0.220
H: -3.205 1.965 -3.051
H: -2.086 -0.154 -3.957
H: -3.616 2.369 -0.987
H: -2.295 -3.183 0.291
H: -2.204 -4.038 -1.202
H: -0.706 -3.503 -0.427
H: 2.128 -0.694 -0.850
H: 2.668 0.975 -1.290
H: 3.242 0.261 0.336
H: 2.060 2.726 2.414
H: 1.869 3.186 0.693
H: 0.581 3.161 1.721
H: -0.325 -1.029 1.819
H: 1.198 -0.702 2.632
H: -0.170 0.209 3.049

Spin multiplicity: 1
Max |F|: 5.10 eV/A
HOMO (alpha / beta): -7.730 / -7.905 eV
Gap between HOMO and LUMO (alpha / beta): 7.1 / 7.2 eV
LUMO (alpha / beta): -0.630 / -0.743 eV